Below is a cluster of 2 separate species, C3H8NO2 in total at a distorted geometry, with properties calculated with ωB97M-V/def2-TZVPD.

Calculated values
* HOMO-LUMO gap (alpha / beta): 7.635 / 5.025 eV
* LUMO level (alpha / beta): -2.9577 / -10.2414 eV
* net charge: +1
* energy above the lowest of the compared OMol25 structures with the same formula, charge and spin: 5.427 eV
* spin multiplicity: 3

The geometry in XYZ format:
```
14
Properties=species:S:1:pos:R:3:mulliken_spin:R:1
C -1.70260 -0.98340 -0.09863 0.167
C -1.02020 0.25300 0.04297 0.704
C 0.36228 2.14116 0.45567 0.011
N 1.28580 -1.43730 -0.54038 0.254
O -1.11458 -0.41307 1.09459 0.491
O -0.50862 1.28857 -0.31125 0.263
H -2.81287 -1.03838 -0.06243 0.025
H -1.09637 -1.87838 -0.45101 0.070
H 1.42105 1.88597 0.18834 0.015
H 0.11848 2.09421 1.46800 0.009
H 0.25280 3.19370 0.23626 0.002
H 1.65134 -2.11177 0.16326 -0.005
H 2.20936 -1.17620 -0.82247 -0.006
H 0.95413 -1.81808 -1.36293 0.000
```